DFT (the ωB97M-V functional and the def2-TZVPD basis) results for C4H9NO as an isolated structure.

Atoms and positions in Å:
C 1.872 0.120 -0.460
C -0.012 -0.188 0.875
C -0.909 0.961 0.313
C -0.866 -1.050 -0.055
H 1.895 1.302 -0.553
H 1.252 -0.355 -1.304
H 2.942 -0.227 -0.434
H -0.262 -0.458 1.915
H -1.259 1.712 1.058
H -0.381 1.549 -0.422
H -2.162 0.186 -1.076
H -0.347 -1.304 -0.977
H -1.271 -1.961 0.411
N -1.875 -0.016 -0.087
O 1.383 -0.271 0.795

Calculated values
Relative energy (zero: lowest compared OMol25 entry of this formula, charge and spin) in kJ/mol: 292.5
F_max in Eh/bohr: 0.06787
Orbital gap in Eh: 0.38190
Energy in a.u.: -287.72106
2S+1: 1

These are the Mulliken partial charges, in e, on atoms 1 to 5:
1. C -0.56
2. C -0.08
3. C -0.38
4. C -0.34
5. H 0.21


DFT (the ωB97M-V functional and the def2-TZVPD basis) results for a single C4H9NO molecule.

Atoms and positions in Å:
C 0.033 -1.935 -0.207
C -0.362 -0.647 0.525
O 0.625 -0.372 1.505
C -0.521 0.596 -0.344
C -0.065 1.918 0.155
N 0.755 1.143 -0.769
H 0.209 -2.703 0.555
H -0.735 -2.303 -0.896
H 0.967 -1.799 -0.766
H -1.302 -0.818 1.060
H 1.370 -0.009 0.995
H -1.449 0.798 -0.874
H 0.257 1.980 1.183
H -0.545 2.808 -0.254
H 0.766 1.538 -1.702

Calculated values
Relative energy (zero: lowest compared OMol25 entry of this formula, charge and spin) in kJ/mol: 204.6
F_max in Eh/bohr: 0.02281
Orbital gap in Eh: 0.39764
Energy in a.u.: -287.75454
SMILES: C[C@@H](O)[C@H]1CN1
2S+1: 1

These are the Mulliken partial charges, in e, on atoms 1 to 5:
1. C -1.28
2. C 0.15
3. O -0.62
4. C -0.16
5. C -0.35


What did the second record say?
DFT (the ωB97M-V functional and the def2-TZVPD basis) results for a single C4H9NO molecule.

Atoms and positions in Å:
C 0.033 -1.935 -0.207
C -0.362 -0.647 0.525
O 0.625 -0.372 1.505
C -0.521 0.596 -0.344
C -0.065 1.918 0.155
N 0.755 1.143 -0.769
H 0.209 -2.703 0.555
H -0.735 -2.303 -0.896
H 0.967 -1.799 -0.766
H -1.302 -0.818 1.060
H 1.370 -0.009 0.995
H -1.449 0.798 -0.874
H 0.257 1.980 1.183
H -0.545 2.808 -0.254
H 0.766 1.538 -1.702

Calculated values
Relative energy (zero: lowest compared OMol25 entry of this formula, charge and spin) in kJ/mol: 204.6
F_max in Eh/bohr: 0.02281
Orbital gap in Eh: 0.39764
Energy in a.u.: -287.75454
SMILES: C[C@@H](O)[C@H]1CN1
2S+1: 1

These are the Mulliken partial charges, in e, on atoms 1 to 5:
1. C -1.28
2. C 0.15
3. O -0.62
4. C -0.16
5. C -0.35


- What is the F_max in the second record?
  0.02281 Eh/bohr